# 1
Molecular formula: C5H8F2O5
Method: DFT, wB97M-V/def2-TZVPD

```
! wB97M-V def2-TZVPD RIJCOSX def2/J DEFGRID3
* xyz 0 1
F -2.490 0.135 1.115
F -0.204 -0.794 -1.627
O -0.358 1.170 1.071
O 1.456 -1.752 0.321
O -1.347 -2.167 -0.287
O -2.287 1.256 -0.736
O 0.687 2.064 -1.018
C 1.553 1.026 -0.437
C -0.710 -1.027 -0.320
C 0.833 0.510 0.854
C 0.412 -0.951 0.719
C -1.863 0.411 -0.013
H -0.129 2.113 0.681
H 1.038 -2.305 -0.289
H -0.176 -1.444 1.509
H 1.878 0.122 -1.005
H 1.434 0.743 1.640
H -0.118 1.610 -1.219
H 2.533 1.637 -0.119
H -2.142 -2.358 -0.839
*
```

Properties
orbital gap: 10.382 eV
DFT total energy: -771.1629 a.u.
HOMO level: -0.3681 Ha
ΔE to the lowest compared entry with this formula, charge and spin: 0.0 kJ/mol
SMILES: O=C(F)[C@@](O)(F)[C@@H](O)[C@H](O)CO
LUMO: 0.366 eV


# 2
Molecular formula: C16H21N3O3
Method: DFT, wB97M-V/def2-TZVPD

```
! wB97M-V def2-TZVPD RIJCOSX def2/J DEFGRID3
* xyz 0 1
O 0.210 4.024 -0.084
O 2.841 0.982 -0.913
O -0.253 2.556 1.582
N 1.549 -1.023 1.791
N -3.891 1.321 0.859
N 0.598 0.656 -0.185
C 1.973 0.435 -0.152
C 4.914 -0.422 -0.065
C 3.122 -2.313 -0.641
C -2.594 -1.501 -1.148
C -2.297 1.208 -0.754
C -1.214 1.783 -1.622
C -3.785 -0.087 0.445
C -0.038 2.860 0.378
C -4.256 -2.466 0.327
C 3.679 -1.264 0.455
C -2.831 -0.204 -0.482
C 2.656 -0.363 0.981
C 0.048 1.943 -0.778
C -3.272 -2.634 -0.707
C -4.500 -1.234 0.920
C -3.001 1.941 0.025
H 1.809 -1.227 2.696
H 3.036 0.447 1.550
H 0.372 0.450 0.750
H 0.974 -1.641 1.312
H 2.054 -2.405 -0.580
H -5.159 -1.459 1.762
H -3.206 -3.488 -1.358
H -0.949 1.078 -2.452
H 4.912 -0.234 -1.080
H -4.562 1.922 1.218
H 4.927 0.601 0.353
H 3.482 -3.369 -0.492
H 0.785 2.457 -1.365
H -1.919 -1.590 -1.979
H -3.247 3.031 -0.019
H -4.879 -3.244 0.801
H 5.847 -0.998 0.186
H 3.484 -2.048 -1.623
H 4.011 -1.826 1.345
H -1.532 2.753 -1.911
H 0.099 4.589 0.655
*
```

Properties
orbital gap: 8.796 eV
DFT total energy: -1012.2081 a.u.
HOMO level: -0.3010 Ha
ΔE to the lowest compared entry with this formula, charge and spin: 441.8 kJ/mol
SMILES: CC(C)[C@H](N)C(=O)N[C@@H](Cc1c[nH]c2ccccc12)C(=O)O
LUMO: 0.605 eV


# 3
Molecular formula: C3H4N2O
Method: DFT, wB97M-V/def2-TZVPD

```
! wB97M-V def2-TZVPD RIJCOSX def2/J DEFGRID3
* xyz 0 1
O 0.848 -0.998 -1.394
N 0.543 -0.495 0.908
N -1.271 1.092 0.604
C -0.299 0.213 0.109
C -0.121 -0.140 -1.207
C 1.259 -1.327 0.299
H 2.312 -1.494 0.550
H -0.975 2.058 0.564
H -0.787 0.237 -1.991
H -1.510 0.856 1.558
*
```

Properties
orbital gap: 9.018 eV
DFT total energy: -301.3918 a.u.
HOMO level: -0.3079 Ha
ΔE to the lowest compared entry with this formula, charge and spin: 250.5 kJ/mol
SMILES: Nc1cocn1
LUMO: 0.639 eV